Run 1
{
  "formula": "C4H11NOS",
  "method": "ωB97M-V/def2-TZVPD",
  "smiles": "C[C@@H](CS)NCO",
  "gap_ev": 10.00,
  "total_charge": 0,
  "lumo_ev": 0.86,
  "homo_energy_ev": -9.143,
  "species": ["H", "H", "H", "C", "H", "C", "N", "H", "C", "H", "H", "O", "H", "C", "H", "H", "H", "S"],
  "positions_angstrom": [[1.43015, -0.10852, -1.62476], [0.54382, -1.05559, 0.21109], [-1.41686, 0.89124, -0.77433], [-1.14683, -0.36943, 1.47531], [-0.46956, -0.92055, 3.59209], [-0.02615, -0.10263, 0.37587], [-0.71190, 0.15200, -0.95438], [-2.09632, -0.74149, 1.00046], [1.02952, 0.99324, 0.54785], [0.80306, 1.99604, 0.08958], [0.23962, 0.86975, -2.79172], [0.15058, -1.06728, -2.79341], [1.99898, 0.80402, -0.03543], [0.35945, 0.13966, -2.04777], [-0.48009, -1.65117, -2.31307], [1.29841, 1.08767, 1.63152], [-1.29995, 0.64993, 1.88648], [-0.20592, -1.56689, 2.52461]]
}

=====

Run 2
{
  "formula": "C4H11NOS",
  "method": "ωB97M-V/def2-TZVPD",
  "gap_ev": 9.34,
  "total_charge": 0,
  "lumo_ev": 0.89,
  "homo_energy_ev": -8.457,
  "species": ["S", "H", "C", "C", "C", "H", "H", "H", "H", "O", "H", "N", "H", "H", "H", "H", "H", "C"],
  "positions_angstrom": [[-0.22719, -0.13744, 0.21488], [-1.28072, -0.58968, -1.84857], [2.57262, -1.16337, 0.69637], [-1.63687, -0.95380, -0.91927], [2.40046, -1.25801, -0.61916], [-2.30688, 2.49359, -0.18671], [1.93736, -1.72256, 1.43891], [-0.81201, 3.12969, 0.40904], [-0.72043, 1.90164, -0.88039], [-0.18860, -0.98812, 1.39466], [-1.06239, 1.08987, 1.81335], [-1.22502, 1.15423, 0.85436], [1.57382, -1.78480, -1.11794], [-1.55449, -2.00814, -0.64040], [3.03663, -0.68738, -1.18019], [-2.44387, -0.40939, -0.49516], [3.21074, -0.40295, 1.08381], [-1.27316, 2.33662, -0.01761]]
}

=====

What should be chosen as the least stable of them? Choose run 2.